(1)
Molecular formula: C6H13NO
Method: DFT, ωB97M-V with the def2-TZVPD basis set

Structure (XYZ):
```
21
Properties=species:S:1:pos:R:3:forces:R:3:lowdin_charge:R:1
C -0.9107 1.8346 -1.2220 0.7 0.2 0.6 -0.10
C -0.7617 0.3516 -0.8848 -0.5 -0.6 -0.7 -0.25
C 0.2054 -0.0169 0.2400 -0.3 0.7 0.2 -0.17
C 1.6736 0.2002 -0.0409 0.2 -0.3 0.2 -0.38
C 2.3064 1.3642 -0.1036 0.3 0.8 0.0 0.04
C 2.8488 -1.6960 0.6582 0.0 0.0 0.3 -0.04
N 2.4068 -0.9819 -0.2707 -0.2 -0.2 -0.7 0.02
H -1.8327 2.2566 -0.8410 -0.3 0.0 0.0 0.07
H -0.1058 2.3879 -0.7433 0.0 0.1 0.1 0.04
H -0.8083 2.0840 -2.2672 -0.2 -0.2 -0.4 0.07
H -1.7501 -0.0586 -0.6521 0.1 0.1 0.3 0.10
H -0.4861 -0.2274 -1.7692 0.2 0.2 -0.1 0.11
H -0.0256 0.5848 1.1124 -0.2 0.3 0.2 0.11
H -0.0019 -1.0336 0.5504 0.3 -0.3 -0.1 0.11
H 3.3700 1.4436 -0.2982 0.0 -0.4 -0.1 0.06
H 1.8524 2.3419 -0.0016 -0.4 -0.3 0.2 0.05
H 3.3864 -2.6074 0.4044 0.0 0.0 0.1 0.07
H 2.7110 -1.4507 1.7186 0.1 0.0 0.0 0.09
H -5.3391 -1.8712 1.2139 0.2 -0.1 0.1 0.03
H -4.2473 -2.5756 2.0473 -0.1 0.1 0.0 0.03
O -4.4915 -2.3303 1.1492 -0.1 0.1 -0.1 -0.06
```
Forces are in eV/Å.

## Properties
SMILES: C=NC(=C)CCC.O
DFT total energy: -366.34657 a.u.
2S+1: 1
LUMO: 0.0304 Eh
HOMO-LUMO gap: 9.43 eV
ΔE to the lowest compared entry with this formula, charge and spin: 229.29 kJ/mol
HOMO level: -8.6038 eV

=====

(2)
Molecular formula: C4H3N3
Method: DFT, ωB97M-V with the def2-TZVPD basis set

Structure (XYZ):
```
10
Properties=species:S:1:pos:R:3:forces:R:3:lowdin_charge:R:1
N 2.9003 0.2600 0.5597 -0.1 -1.0 -0.1 0.14
C 2.0250 -0.4155 0.2158 2.0 -0.3 0.2 -0.18
C 0.7323 -0.7151 -0.2672 -0.6 2.8 0.4 -0.31
N -0.2494 -1.5301 0.0641 0.5 0.7 -0.2 0.12
C -1.3575 -0.7367 0.1021 -0.3 0.0 0.0 -0.14
C -1.0414 0.5808 -0.1283 -0.8 -0.1 -0.1 -0.11
N 0.2547 0.6379 -0.4283 -0.6 -0.6 0.2 0.08
H -2.3461 -1.0970 0.3321 0.1 -0.3 0.0 0.10
H -1.6315 1.4696 -0.0280 -0.3 0.1 -0.2 0.12
H 0.7597 1.5353 -0.4182 0.1 -1.2 -0.2 0.17
```
Forces are in eV/Å.

## Properties
SMILES: N#Cc1ncc[nH]1
DFT total energy: -318.44003 a.u.
2S+1: 1
LUMO: 0.0157 Eh
HOMO-LUMO gap: 9.77 eV
ΔE to the lowest compared entry with this formula, charge and spin: 117.34 kJ/mol
HOMO level: -9.3375 eV

=====

(3)
Molecular formula: C14H20N10NiO2
Method: DFT, ωB97M-V with the def2-TZVPD basis set

Structure (XYZ):
```
47
Properties=species:S:1:pos:R:3:forces:R:3:lowdin_charge:R:1
Ni 11.0201 11.5702 6.4084 1.2 -2.2 0.3 0.87
C 17.0768 13.4924 7.2557 -0.7 -1.3 0.0 0.04
C 15.8186 12.6552 7.0510 1.0 1.1 0.0 -0.51
O 15.5272 11.6526 7.6668 -0.1 -0.5 0.3 0.05
N 14.9822 13.1406 6.0945 -1.0 1.5 -0.5 0.10
C 13.5810 12.8338 6.3256 0.7 -0.9 0.3 -0.16
C 12.5433 13.7289 5.8580 -0.9 1.6 -0.8 -0.25
C 12.6785 15.0976 5.8494 -0.7 0.4 -0.5 0.03
C 11.6432 15.9008 5.3620 -0.1 -0.4 -0.4 0.03
C 10.4566 15.2970 4.9277 0.3 -0.5 0.5 0.00
C 10.3778 13.9193 4.9905 -0.2 -0.6 0.4 -0.08
N 11.3830 13.1436 5.4722 0.1 1.7 -0.6 -0.01
H 17.3824 13.3479 8.2782 0.2 0.2 0.4 0.09
H 16.9576 14.5333 6.9821 0.0 0.1 0.0 0.09
H 17.8140 13.0065 6.6434 0.7 0.1 -0.4 0.10
H 15.2260 14.0672 5.7077 -0.4 -1.0 0.3 0.15
H 13.4275 12.7348 7.3924 0.1 -0.2 0.7 0.14
H 13.3047 11.9027 5.8742 0.3 -1.1 -0.3 0.09
H 13.5704 15.5289 6.2500 0.4 0.3 0.0 0.12
H 11.7711 16.9716 5.2397 0.0 -0.1 0.4 0.13
H 9.5606 15.8464 4.6881 0.2 0.2 -0.4 0.13
H 9.4879 13.3292 4.7411 0.3 0.7 -0.1 0.09
N 5.9792 11.3984 5.3547 0.6 0.3 0.5 0.16
N 7.0912 11.4737 6.1707 1.0 -0.6 0.3 -0.20
N 7.0836 11.0352 7.4605 -1.4 0.3 -1.6 0.17
C 8.3381 11.0670 7.7889 0.6 0.3 -1.4 -0.15
N 9.1344 11.4901 6.7790 -2.4 0.4 -0.5 -0.07
N 8.2950 11.7779 5.7420 -0.7 -0.8 0.6 0.10
H 5.1748 10.8916 5.7712 1.0 0.8 -0.5 0.15
H 6.0181 11.8878 4.4322 -0.1 -0.7 1.5 0.15
H 8.6699 10.7566 8.7305 0.5 -0.3 1.2 0.12
C 9.0196 7.4135 5.5579 -1.0 0.1 -1.0 -0.02
N 10.2197 7.9755 6.1051 0.3 -1.3 1.5 -0.06
C 10.7436 7.3516 7.2305 0.4 1.9 -1.0 0.02
C 11.8832 7.8626 7.7500 0.3 -1.3 1.0 -0.01
C 12.4520 9.0430 7.2436 0.9 0.4 -0.7 -0.36
N 11.8417 9.6965 6.2168 -1.0 0.9 -0.8 0.06
C 10.9723 8.9229 5.3696 0.7 -0.8 -0.4 -0.46
O 10.9218 9.0007 4.1531 -0.3 0.7 2.3 0.13
N 13.6325 9.4797 7.6950 -0.1 1.1 -0.7 0.21
H 9.0412 7.7457 4.5398 -0.3 -0.3 -0.8 0.09
H 8.1277 7.8703 5.9950 0.1 -0.2 0.3 0.09
H 8.9406 6.3164 5.5956 0.3 0.5 0.1 0.12
H 10.2336 6.4885 7.6558 0.0 0.2 -0.4 0.15
H 12.4193 7.3213 8.5221 -0.2 0.1 0.0 0.13
H 14.1267 8.9081 8.3611 0.0 0.1 0.2 0.13
H 14.1780 10.3075 7.3070 -0.8 -1.2 0.7 0.11
```
Forces are in eV/Å.

## Properties
DFT total energy: -2751.24334 a.u.
2S+1: 3
expectation value of S²: 2.01
LUMO (alpha / beta): -0.2329 / -0.2993 Eh
HOMO-LUMO gap (alpha / beta): 8.51 / 6.69 eV
ΔE to the lowest compared entry with this formula, charge and spin: 214.96 kJ/mol
total charge: +2
HOMO level (alpha / beta): -14.8447 / -14.8296 eV

=====

(4)
Molecular formula: C3H2ClNO2
Method: DFT, ωB97M-V with the def2-TZVPD basis set

Structure (XYZ):
```
9
Properties=species:S:1:pos:R:3:forces:R:3:lowdin_charge:R:1
C -1.3865 0.0989 0.4333 -0.2 -0.3 -0.6 -0.40
C -1.3363 -0.7431 -0.6277 0.7 0.0 -0.1 -0.03
C 0.5997 0.0371 -0.1470 0.2 -0.6 -0.5 -0.86
H -3.1423 -0.1498 0.8228 -0.4 0.4 0.4 0.12
H -2.0240 -1.3435 -1.1981 0.0 0.1 0.1 0.12
N -0.1420 0.5950 0.7284 -0.6 0.1 0.2 0.16
O -2.4652 0.4591 1.1480 -0.1 -0.3 -0.1 0.09
O 0.0047 -0.8027 -1.0248 0.0 0.7 0.9 0.01
Cl 2.2696 0.2188 -0.2153 0.4 -0.1 -0.3 0.78
```
Forces are in eV/Å.

## Properties
SMILES: Oc1coc(Cl)n1
DFT total energy: -780.92296 a.u.
2S+1: 1
LUMO: 0.0222 Eh
HOMO-LUMO gap: 9.64 eV
ΔE to the lowest compared entry with this formula, charge and spin: 74.19 kJ/mol
HOMO level: -9.0346 eV

=====

(5)
Molecular formula: C32H71N4O5P2S
Method: DFT, ωB97M-V with the def2-TZVPD basis set

Structure (XYZ):
```
115
Properties=species:S:1:pos:R:3:forces:R:3:lowdin_charge:R:1
C 4.1586 1.3411 3.9160 0.0 -0.1 -0.1 -0.10
C 2.6784 1.0175 4.1206 0.0 0.1 0.0 -0.25
C 1.8027 1.1386 2.8613 -0.1 -0.1 0.1 -0.19
C 1.5997 -0.1074 1.9814 0.1 0.1 -0.1 -0.19
C 2.8227 -0.9970 1.7286 -0.1 -0.1 -0.1 -0.21
C 3.0111 -2.1209 2.7531 0.1 -0.1 0.0 -0.21
C 4.4830 -2.5798 2.8956 -0.2 0.3 0.1 -0.30
P 4.8711 -3.9967 1.8633 0.0 -0.2 -0.1 0.91
C 4.2389 -3.9003 0.1670 0.0 -0.1 -0.2 -0.29
C 5.0840 -3.1631 -0.8887 0.0 0.1 0.0 -0.22
C 5.6580 -1.7877 -0.5166 0.0 0.1 0.0 -0.30
N 4.9477 -0.7262 -1.2146 -0.2 -0.1 0.0 0.01
C 4.0772 -5.4762 2.5720 0.1 0.2 0.1 -0.29
C 4.1625 -5.7152 4.0892 0.0 -0.1 -0.1 -0.22
C 5.5057 -6.2328 4.6312 0.0 0.0 0.1 -0.21
C 6.4279 -5.1474 5.2103 0.0 0.0 -0.2 -0.26
S 6.9686 -5.4544 6.8794 -0.1 -0.2 0.1 0.58
O 7.6048 -6.7286 6.9042 0.0 0.0 0.0 -0.25
O 7.6208 -4.2862 7.3551 0.1 0.1 0.0 -0.25
O 5.5952 -5.5834 7.6967 -0.2 0.1 -0.2 -0.14
P 7.0870 -4.2390 1.8022 0.4 0.3 0.3 0.64
N 7.9366 -3.1521 2.5006 -0.5 -0.1 -0.1 -0.27
H 4.2791 2.3861 3.6269 0.0 0.0 0.0 0.08
H 4.7329 1.1801 4.8297 0.0 0.0 0.0 0.07
H 4.6206 0.7432 3.1267 0.0 0.0 0.0 0.04
H 2.2962 1.7200 4.8640 0.0 0.0 0.0 0.11
H 2.5614 0.0348 4.5837 0.0 0.0 0.0 0.09
H 2.1772 1.9553 2.2368 0.1 0.0 0.0 0.11
H 0.8081 1.4544 3.1807 0.0 0.0 -0.1 0.11
H 1.2481 0.2500 1.0135 -0.1 0.0 0.1 0.09
H 0.7797 -0.7173 2.3751 0.1 -0.1 0.1 0.12
H 2.7085 -1.4550 0.7413 0.0 0.0 0.0 0.09
H 3.7256 -0.3892 1.6605 0.0 0.1 0.1 0.09
H 2.3718 -2.9636 2.4646 0.0 0.0 0.1 0.11
H 2.6628 -1.8216 3.7392 0.0 0.1 0.0 0.10
H 4.7046 -2.8605 3.9265 0.0 -0.1 0.0 0.08
H 5.1592 -1.7572 2.6594 0.0 0.0 0.0 0.07
H 4.1502 -4.9518 -0.1274 -0.1 0.0 0.0 0.10
H 3.2158 -3.5201 0.2252 0.0 0.1 0.1 0.09
H 5.8831 -3.8249 -1.2236 0.0 0.0 0.1 0.09
H 4.4445 -3.0221 -1.7622 0.0 -0.1 0.0 0.12
H 5.6688 -1.6479 0.5767 0.0 -0.1 0.0 0.07
H 6.7035 -1.7518 -0.8286 0.0 0.0 0.0 0.12
H 3.9430 -0.8563 -1.1762 0.0 0.1 0.1 0.06
H 5.1490 0.1883 -0.8286 0.1 0.0 -0.1 0.08
H 3.0253 -5.3711 2.2871 0.0 -0.1 -0.1 0.10
H 4.4807 -6.3307 2.0208 -0.1 0.0 0.0 0.10
H 3.8548 -4.8147 4.6297 0.0 0.0 0.0 0.11
H 3.3957 -6.4609 4.3024 0.0 0.0 0.0 0.12
H 5.2960 -6.9711 5.4081 0.0 0.0 0.0 0.11
H 6.0314 -6.7968 3.8591 0.0 0.0 0.0 0.11
H 5.9679 -4.1579 5.2155 0.0 0.0 0.0 0.09
H 7.3781 -5.0615 4.6805 0.0 0.1 0.0 0.09
H 4.8118 -5.5686 7.1248 0.2 -0.1 0.2 0.09
H 7.2133 -5.5556 2.2850 -0.1 -0.1 0.0 -0.02
H 7.3114 -4.4450 0.4302 -0.1 -0.1 0.0 -0.01
H 7.4612 -2.3842 2.9554 0.3 0.0 0.1 -0.02
C -2.4145 2.1268 -2.5764 0.1 0.0 -0.1 -0.03
C -2.0753 1.8655 -1.1062 0.0 -0.1 -0.3 -0.48
C -3.1652 2.4284 -0.1864 -0.1 0.0 0.1 -0.13
C -3.1711 3.9529 -0.1222 0.0 0.0 0.0 -0.17
C -1.7982 4.4964 0.2649 -0.1 0.0 0.1 -0.13
C -0.6592 3.9807 -0.6244 0.2 0.1 -0.2 -0.48
N -0.7654 2.4824 -0.6993 -0.4 0.3 0.4 -0.09
O -0.1961 1.8846 0.2768 0.3 -0.2 -0.1 -0.06
C -0.7019 4.6289 -2.0105 0.0 -0.1 0.0 -0.03
C 0.6894 4.3243 -0.0009 0.0 0.0 0.1 -0.04
C -1.9624 0.3562 -0.9208 0.0 0.0 0.1 -0.04
H -3.1103 1.3647 -2.9220 0.0 0.0 0.0 0.07
H -2.9110 3.0771 -2.7463 0.0 0.0 0.0 0.06
H -1.5246 2.0821 -3.2056 0.0 0.0 0.0 0.10
H -3.0117 2.0292 0.8215 0.0 0.0 0.0 0.12
H -4.1295 2.0550 -0.5409 0.0 0.0 0.0 0.13
H -3.4969 4.3766 -1.0756 0.0 0.0 0.0 0.10
H -3.9046 4.2770 0.6182 0.0 0.0 0.0 0.11
H -1.7926 5.5883 0.2195 0.0 0.0 0.0 0.13
H -1.5821 4.2183 1.3011 0.0 -0.1 0.0 0.12
H 0.0064 4.1451 -2.6842 0.0 0.0 0.0 0.09
H -0.4123 5.6754 -1.9106 0.0 0.0 0.0 0.09
H -1.6823 4.6098 -2.4728 0.0 0.0 0.0 0.06
H 0.7575 3.9821 1.0283 0.0 0.0 0.0 0.07
H 0.8134 5.4080 -0.0173 0.0 0.0 0.0 0.09
H 1.5049 3.8745 -0.5690 0.0 0.0 0.0 0.09
H -1.1614 -0.0493 -1.5419 0.0 0.0 0.0 0.09
H -2.9038 -0.0980 -1.2326 0.0 0.0 0.0 0.09
H -1.7690 0.0878 0.1145 0.0 0.0 0.0 0.07
C -8.2067 0.4698 -5.3322 0.0 0.0 0.0 -0.03
C -7.3264 0.9255 -4.1614 0.0 -0.2 -0.2 -0.48
C -8.1700 1.5282 -3.0323 0.0 0.1 0.1 -0.13
C -8.7543 2.8955 -3.3770 0.0 0.0 0.0 -0.17
C -7.6650 3.8680 -3.8217 0.0 0.0 0.1 -0.13
C -6.7906 3.3321 -4.9623 0.0 0.0 -0.3 -0.49
N -6.3159 1.9571 -4.5816 -0.3 0.2 0.5 -0.10
O -5.2672 1.9699 -3.8521 0.2 -0.1 -0.1 -0.05
C -7.5519 3.3293 -6.2903 0.0 -0.1 0.0 -0.03
C -5.5621 4.2173 -5.1428 0.0 0.1 0.0 -0.04
C -6.5662 -0.2963 -3.6569 0.0 0.0 0.1 -0.04
H -8.5980 -0.5228 -5.1093 0.0 0.0 0.0 0.09
H -9.0631 1.1144 -5.5078 0.0 0.0 0.0 0.06
H -7.6284 0.4021 -6.2535 0.0 0.0 0.0 0.09
H -7.5380 1.6246 -2.1437 0.0 0.0 0.0 0.12
H -8.9655 0.8203 -2.7855 0.0 0.0 0.0 0.13
H -9.5237 2.8038 -4.1480 0.0 0.0 0.0 0.10
H -9.2573 3.3008 -2.4973 0.0 0.0 0.0 0.11
H -8.1068 4.8125 -4.1492 0.0 0.0 0.0 0.13
H -7.0189 4.0961 -2.9682 0.0 0.0 0.0 0.12
H -6.9836 2.8031 -7.0582 0.0 0.0 0.0 0.09
H -7.6828 4.3616 -6.6155 0.0 0.0 0.0 0.09
H -8.5401 2.8867 -6.2294 0.0 0.0 0.0 0.06
H -5.0203 4.3504 -4.2103 0.0 0.0 0.0 0.07
H -5.8882 5.1952 -5.5003 0.0 0.0 0.0 0.09
H -4.8792 3.7890 -5.8771 0.0 0.0 0.0 0.09
H -5.9256 -0.7040 -4.4402 0.0 0.0 0.0 0.09
H -7.2907 -1.0593 -3.3684 0.0 0.0 0.0 0.09
H -5.9475 -0.0593 -2.7960 0.0 0.0 0.0 0.07
```
Forces are in eV/Å.

## Properties
DFT total energy: -2937.59450 a.u.
2S+1: 3
expectation value of S²: 2.01
LUMO (alpha / beta): -0.1043 / -0.1043 Eh
HOMO-LUMO gap (alpha / beta): 6.57 / 7.83 eV
ΔE to the lowest compared entry with this formula, charge and spin: 16.15 kJ/mol
total charge: +1
HOMO level (alpha / beta): -9.4081 / -10.6741 eV

=====

(6)
Molecular formula: C3H6N2OS2
Method: DFT, ωB97M-V with the def2-TZVPD basis set

Structure (XYZ):
```
14
Properties=species:S:1:pos:R:3:forces:R:3:lowdin_charge:R:1
C -0.7143 1.7987 1.1107 -2.5 3.7 2.2 -0.20
C -0.1019 -1.5166 0.9187 1.2 1.1 -2.8 -0.12
C -0.1097 -1.4848 -0.7273 2.0 1.1 4.4 -0.94
H -0.6576 2.8412 0.6157 -1.0 -2.2 -0.6 0.13
H -1.5585 1.6517 1.8356 0.3 1.1 -0.6 0.10
H 0.0942 1.9708 1.7076 2.6 -0.1 2.0 0.03
H 0.0338 -2.4992 1.5035 -0.2 2.0 -1.0 0.14
H 0.2211 -0.7294 -2.4190 -0.4 0.3 -1.7 0.04
H 2.6975 0.1599 -2.4652 -2.1 0.9 3.1 0.03
N -0.3117 -0.3758 1.4470 -0.7 -0.3 0.1 0.07
N 0.5858 -0.6462 -1.5141 0.3 -0.7 1.2 -0.50
O -0.6211 0.6480 0.4499 1.3 -3.5 -1.7 -0.27
S -1.2286 -2.3927 -1.2823 -3.2 -2.9 -1.9 0.76
S 1.6710 0.5743 -1.1808 2.6 -0.5 -2.7 0.72
```
Forces are in eV/Å.

## Properties
SMILES: CO/N=C\C(=S)NS
DFT total energy: -1098.83573 a.u.
2S+1: 1
LUMO: -0.0070 Eh
HOMO-LUMO gap: 8.45 eV
ΔE to the lowest compared entry with this formula, charge and spin: 625.34 kJ/mol
HOMO level: -8.6466 eV